Record 1
# C28H57AlBrN2O4S

C28H57AlBrN2O4S as an isolated structure at a distorted geometry (the ωB97M-V functional and the def2-TZVPD basis, the Open Molecules 2025 dataset).

Computed properties:
Spin multiplicity   3
Expectation value of S²   2.0083
LUMO (spin up / spin down)   0.0795 / 0.0718 hartree
Maximum force   1.07 eV Å⁻¹
Total charge   -1

Positions of all 94 atoms, in Å:
C1 5.96 -0.03 1.42
O1 4.82 0.62 0.90
C2 4.73 0.72 -0.50
C3 3.98 -0.42 -1.18
C4 4.20 -1.80 -0.58
C5 3.35 -2.87 -1.28
C6 2.04 -3.24 -0.56
C7 0.81 -2.46 -1.04
C8 -0.55 -3.08 -0.61
Al1 -1.83 -1.77 0.19
S1 -1.22 -1.11 2.31
C9 -1.95 -0.14 -1.05
C10 -3.22 0.57 -1.01
O2 -4.12 0.51 -0.25
Br1 -3.45 1.91 -2.52
H1 6.77 -0.05 0.69
H2 5.73 -1.05 1.72
H3 6.29 0.52 2.30
H4 4.21 1.66 -0.71
H5 5.73 0.83 -0.94
H6 4.30 -0.44 -2.23
H7 2.91 -0.21 -1.15
H8 5.26 -2.07 -0.63
H9 3.95 -1.76 0.48
H10 3.11 -2.53 -2.29
H11 3.94 -3.78 -1.39
H12 1.83 -4.30 -0.70
H13 2.14 -3.08 0.51
H14 0.84 -2.38 -2.13
H15 0.89 -1.44 -0.66
H16 -1.01 -3.55 -1.48
H17 -0.37 -3.85 0.14
H18 -3.26 -2.49 0.33
H19 -0.79 0.15 2.16
H20 -1.18 0.59 -0.78
H21 -1.74 -0.45 -2.08
C11 -7.31 -2.42 6.67
C12 -6.23 -3.38 6.12
C13 -4.93 -3.24 6.92
C14 -4.13 -1.97 6.60
C15 -3.92 -1.82 5.09
C16 -5.22 -1.87 4.30
N1 -5.96 -3.12 4.67
O3 -5.53 -4.17 4.06
C17 -6.06 -0.62 4.56
C18 -4.92 -1.90 2.81
C19 -6.75 -4.80 6.26
H22 -7.93 -2.01 5.86
H23 -7.98 -2.95 7.35
H24 -6.89 -1.58 7.23
H25 -4.30 -4.11 6.70
H26 -5.17 -3.28 7.98
H27 -4.64 -1.09 7.00
H28 -3.17 -2.02 7.10
H29 -3.40 -0.89 4.86
H30 -3.26 -2.62 4.74
H31 -7.02 -0.69 4.06
H32 -5.53 0.24 4.15
H33 -6.23 -0.41 5.62
H34 -4.25 -2.70 2.53
H35 -4.43 -0.97 2.51
H36 -5.84 -2.00 2.22
H37 -7.65 -4.95 5.65
H38 -7.01 -4.97 7.31
H39 -6.01 -5.54 5.97
C20 3.34 2.99 -6.82
C21 3.53 2.69 -5.31
C22 2.17 2.65 -4.60
C23 1.54 4.02 -4.38
C24 2.52 4.98 -3.71
C25 3.85 5.09 -4.47
N2 4.41 3.71 -4.66
O4 4.98 3.28 -3.60
C26 3.65 5.83 -5.80
C27 4.85 5.90 -3.65
C28 4.20 1.33 -5.19
H40 4.15 3.62 -7.20
H41 3.37 2.06 -7.39
H42 2.39 3.48 -7.04
H43 2.31 2.16 -3.63
H44 1.50 2.01 -5.18
H45 1.18 4.44 -5.33
H46 0.65 3.91 -3.75
H47 2.09 5.97 -3.62
H48 2.73 4.62 -2.70
H49 4.57 5.84 -6.38
H50 3.37 6.86 -5.59
H51 2.86 5.41 -6.42
H52 4.99 5.48 -2.66
H53 4.48 6.92 -3.55
H54 5.82 5.93 -4.15
H55 5.19 1.34 -5.65
H56 3.59 0.59 -5.72
H57 4.30 1.01 -4.16

Atom charges from the Mulliken analysis, given in e for atoms 1 to 6: number 1, C, carries -0.712; number 2, O, carries -0.420; number 3, C, carries -0.418; number 4, C, carries 0.186; number 5, C, carries -0.792; number 6, C, carries -0.933

***

Record 2
# C36H36N8O2SY

C36H36N8O2SY as an isolated structure (the ωB97M-V functional and the def2-TZVPD basis, the Open Molecules 2025 dataset).

Computed properties:
Energy above the lowest of the compared OMol25 structures with the same formula, charge and spin   0.000 eV
LUMO   0.0811 hartree
Maximum force   0.63 eV Å⁻¹
Total charge   -1

Positions of all 84 atoms, in Å:
Y1 0.22 -0.60 0.33
C1 -2.18 -4.56 0.20
C2 -1.39 -3.44 -0.45
O1 -1.10 -2.47 0.32
C3 -1.09 -3.52 -1.79
C4 -0.43 -2.52 -2.56
C5 -0.30 -2.77 -4.04
N1 0.04 -1.41 -2.05
N2 0.54 -0.51 -3.00
C6 1.18 0.47 -2.44
O2 1.43 0.61 -1.19
C7 1.62 1.58 -3.35
C8 1.69 1.42 -4.73
C9 2.09 2.47 -5.54
C10 2.41 3.70 -4.97
C11 2.34 3.86 -3.59
C12 1.96 2.80 -2.79
H1 -1.90 -4.63 1.25
H2 -2.00 -5.52 -0.30
H3 -3.25 -4.35 0.14
H4 -1.41 -4.41 -2.32
H5 -0.79 -3.70 -4.32
H6 0.75 -2.82 -4.33
H7 -0.73 -1.94 -4.61
H8 1.43 0.46 -5.15
H9 2.14 2.34 -6.61
H10 2.71 4.53 -5.60
H11 2.59 4.82 -3.15
H12 1.91 2.90 -1.71
C13 2.02 -3.49 0.14
N3 2.40 -2.09 -0.01
C14 3.10 -1.92 -1.28
C15 3.31 -1.69 1.08
C16 2.63 -1.69 2.42
C17 3.38 -1.92 3.57
C18 2.78 -1.86 4.82
C19 1.42 -1.59 4.90
C20 0.69 -1.37 3.74
C21 1.25 -1.40 2.45
H13 2.91 -4.14 0.09
H14 1.33 -3.77 -0.65
H15 1.53 -3.64 1.10
H16 4.03 -2.52 -1.29
H17 3.34 -0.87 -1.43
H18 2.46 -2.25 -2.10
H19 3.66 -0.68 0.84
H20 4.20 -2.35 1.08
H21 4.44 -2.15 3.49
H22 3.37 -2.04 5.72
H23 0.94 -1.56 5.87
H24 -0.37 -1.17 3.85
S1 -2.43 3.63 -0.32
C22 -3.10 2.52 -1.46
C23 -4.17 2.69 -2.34
C24 -4.52 1.63 -3.15
C25 -3.84 0.41 -3.07
C26 -2.78 0.24 -2.20
C27 -2.40 1.31 -1.39
N4 -1.36 1.29 -0.47
C28 -1.27 2.42 0.17
C29 -0.30 2.67 1.25
C30 -0.30 3.91 1.90
C31 0.62 4.15 2.90
C32 1.52 3.15 3.25
C33 1.48 1.92 2.61
C34 0.57 1.61 1.57
H25 -4.70 3.63 -2.39
H26 -5.35 1.74 -3.84
H27 -4.14 -0.41 -3.71
H28 -2.24 -0.69 -2.14
H29 -1.01 4.69 1.62
H30 0.64 5.11 3.41
H31 2.25 3.32 4.03
H32 2.17 1.15 2.94
N5 -4.16 1.39 5.31
C35 -3.33 1.08 4.27
N6 -2.27 1.89 4.06
N7 -3.63 0.02 3.54
C36 -2.67 -0.23 2.66
N8 -1.82 -0.23 1.88
H33 -4.23 2.35 5.59
H34 -5.01 0.85 5.33
H35 -1.96 2.49 4.81
H36 -1.59 1.66 3.35

Atom charges from the Mulliken analysis, given in e for atoms 1 to 6: number 1, Y, carries -0.798; number 2, C, carries -1.809; number 3, C, carries 0.443; number 4, O, carries -0.296; number 5, C, carries -1.356; number 6, C, carries 0.731

***

Record 3
# C3H7OS

A 2-piece molecular cluster, C3H7OS overall at a distorted geometry (the ωB97M-V functional and the def2-TZVPD basis, the Open Molecules 2025 dataset).

Computed properties:
Energy above the lowest of the compared OMol25 structures with the same formula, charge and spin   1.169 eV
LUMO   0.1489 hartree
Maximum force   1.41 eV Å⁻¹
Total charge   -1

Positions of all 12 atoms, in Å:
O1 1.65 -2.80 -1.26
C1 1.22 -1.68 -1.34
H1 1.72 -0.88 -1.93
H2 0.31 -1.34 -0.83
C2 -1.92 0.13 1.26
C3 -1.23 1.47 1.00
S1 0.30 1.36 -0.01
H3 -1.18 -0.66 1.14
H4 -2.85 -0.14 0.76
H5 -2.21 0.09 2.32
H6 -0.92 1.91 1.94
H7 -1.92 2.19 0.55

Atom charges from the natural (NBO) analysis, given in e for atoms 1 to 6: number 1, O, carries -0.568; number 2, C, carries 0.291; number 3, H, carries 0.102; number 4, H, carries 0.147; number 5, C, carries -0.627; number 6, C, carries -0.523

***

Record 4
# C5H5Cl

A 2-piece molecular cluster, C5H5Cl overall at a distorted geometry (the ωB97M-V functional and the def2-TZVPD basis, the Open Molecules 2025 dataset).

Computed properties:
Energy above the lowest of the compared OMol25 structures with the same formula, charge and spin   7.123 eV
LUMO   -0.0437 hartree
Maximum force   4.99 eV Å⁻¹

Positions of all 11 atoms, in Å:
C1 0.55 2.14 -0.67
C2 1.21 4.04 -1.27
C3 -0.24 -1.26 0.57
C4 -0.34 0.00 0.12
C5 0.73 0.81 -0.37
Cl1 0.40 5.08 -0.39
H1 -0.62 2.29 -0.42
H2 -0.86 -2.02 0.99
H3 0.84 -1.50 0.75
H4 -1.46 0.47 0.02
H5 1.65 0.34 -0.38

Atom charges from the natural (NBO) analysis, given in e for atoms 1 to 6: number 1, C, carries -0.252; number 2, C, carries 0.041; number 3, C, carries -0.391; number 4, C, carries -0.194; number 5, C, carries -0.296; number 6, Cl, carries 0.154